No. 1
C29H29F3NOPPdS | ωB97M-V/def2-TZVPD

As for the net charge: 0. For the energy above the lowest of the compared OMol25 structures with the same formula, charge and spin, the calculation gives 0.000 eV. As for the spin multiplicity: 1. As for the HOMO energy: -7.64 eV. Its LUMO energy is 0.5 eV.

Each line ends with the Löwdin charge.
Cartesian coordinates (Å):
H 1.8965 2.5876 -1.3028  0.077
C 2.4812 0.0092 -2.7485  -0.090
H 2.1459 0.7899 1.6133  0.039
H -0.7977 4.4619 1.3329  0.061
C -2.9375 2.4046 -0.8586  -0.080
C 4.6371 0.2130 -1.7188  -0.073
H 1.3628 -0.5580 4.1010  0.114
C -1.8270 -1.4137 -4.4788  -0.082
H -0.7391 4.7670 -1.8517  0.111
C 3.8544 0.1249 -2.8666  -0.081
H 0.8360 2.4425 2.9567  0.110
C -2.9177 -3.7131 4.0617  -0.609
N -0.1291 -1.4335 2.9999  -0.091
H 5.7120 0.3064 -1.8105  0.103
O -0.9235 1.8663 2.1679  -0.103
H 0.7226 4.8174 2.1583  0.077
C -2.0853 1.3158 -0.8817  -0.127
C -0.7454 1.4424 -1.2721  -0.300
H 1.8536 -0.0626 -3.6300  0.115
F -3.1640 -4.2603 5.2708  0.121
H -1.5580 0.4261 -3.4332  0.101
P 0.1474 -0.1458 -1.1107  1.000
Pd 0.0238 -0.7515 1.0085  0.571
C 0.2076 2.7224 2.1090  -0.333
H 0.6598 -4.2879 -1.5812  0.080
C 1.9069 -0.0223 -1.4816  -0.345
C 0.4970 -1.2075 4.1491  -0.118
H -2.4545 0.3418 -0.5765  0.092
C -1.1201 3.7883 -1.5845  -0.056
C -1.2379 -2.1988 2.9295  -0.682
H -1.5717 2.1931 1.5316  0.059
S -1.9485 -2.2286 1.3446  0.614
H 1.6417 -2.8249 -1.4512  0.081
H -1.3950 -3.0900 6.1907  0.122
H 0.2244 -3.0268 -0.4179  0.019
H 4.3209 0.1445 -3.8428  0.103
C 2.6762 0.0177 -0.3223  -0.318
C 0.6208 -3.2118 -1.4191  -0.061
C 2.0006 -0.1144 1.0174  -0.224
C -0.5443 -1.1843 -2.4389  -0.282
H 1.3444 4.0292 -2.1583  0.079
H -0.5361 -4.3848 -3.5247  0.111
H 0.6016 -1.5882 6.2554  0.102
H -3.0926 4.5220 -1.1966  0.106
H -1.9281 -3.3966 -5.2948  0.104
C -0.2430 2.7014 -1.6245  -0.250
H -3.9698 2.2793 -0.5594  0.110
C -1.5407 -2.7692 -4.5023  -0.075
C 4.0572 0.1580 -0.4609  -0.039
H -0.7185 4.4001 3.1031  0.078
F -2.7809 -4.7319 3.2003  0.132
H 1.4161 2.4743 -2.9861  0.080
H 2.4732 -0.9324 1.5742  0.053
C -2.4463 3.6538 -1.2144  -0.079
C -1.3294 -0.6312 -3.4498  -0.081
C -0.1698 4.1893 2.1847  -0.075
C 1.1828 2.9588 -2.0378  -0.034
C -0.2398 -2.5568 -2.4642  -0.260
H 0.7830 2.5317 1.1945  0.085
H 4.6815 0.2007 0.4240  0.114
C 0.0774 -1.7793 5.3311  -0.053
F -4.0250 -3.0406 3.7132  0.133
C -0.7555 -3.3240 -3.5042  -0.043
C -1.0372 -2.6129 5.2890  0.002
C -1.7024 -2.8313 4.0994  -0.122
H -2.4351 -0.9662 -5.2539  0.103

No. 2
C2H2N2O | ωB97M-V/def2-TZVPD

As for the net charge: 0. For the energy above the lowest of the compared OMol25 structures with the same formula, charge and spin, the calculation gives 2.320 eV. As for the spin multiplicity: 1. As for the HOMO energy: -11.35 eV. Its LUMO energy is 0.3 eV.

Each line ends with the Löwdin charge.
Cartesian coordinates (Å):
N -1.5340 0.2626 2.3056  0.157
C 0.4916 1.2172 -0.4948  -0.257
C -0.8351 0.3604 1.4081  -0.317
H 0.5870 -2.3552 -0.8231  0.026
O 1.2500 1.7426 -1.1964  0.203
N -0.1583 0.6133 0.3258  0.173
H 0.1988 -1.8409 -1.5252  0.015

No. 3
CH2Cl2NO2S | ωB97M-V/def2-TZVPD

As for the net charge: -1. For the energy above the lowest of the compared OMol25 structures with the same formula, charge and spin, the calculation gives 2.871 eV. As for the spin multiplicity: 1. As for the HOMO energy (alpha / beta): -3.64 / -3.64 eV. Its LUMO energy (alpha / beta) is 2.8 / 2.8 eV.

Each line ends with the Löwdin charge.
Cartesian coordinates (Å):
H 0.5749 -0.1459 2.2160  -0.032
Cl -0.3490 0.1563 -2.8076  0.454
O -1.7227 -1.1104 1.4453  -0.566
H 0.9572 0.9981 0.9485  -0.063
N 0.3132 0.5168 1.5324  -0.175
Cl 2.1137 0.0047 -1.4720  0.423
C 0.7586 -0.8977 -2.0214  -1.022
S -0.9729 -0.3093 0.4049  0.550
O -1.6729 0.7875 -0.2461  -0.569